ORCA calculation (ωB97M-V/def2-TZVPD) on a molecular structure, C5H6N.

```
12
Properties=species:S:1:pos:R:3:forces:R:3:nbo_charge:R:1
C -0.32323 -1.46343 -1.33054 -0.559 3.018 -0.932 -0.058
C -0.63279 -0.19006 -1.40411 0.360 -1.416 0.326 0.416
C -0.92221 0.92195 -0.51755 -1.086 -1.107 2.644 -0.516
C 1.09113 -0.22312 0.71133 -0.685 -2.191 -0.663 -0.161
C -0.32076 0.03777 0.67030 -0.670 1.178 -1.668 -0.054
N -0.13638 -1.35227 0.08439 2.575 0.238 2.025 -0.270
H -0.19611 -2.26977 -2.05009 0.094 -0.075 0.738 0.308
H -0.43494 1.86592 -0.55529 0.346 0.616 -0.765 0.285
H -1.98291 0.99600 -0.18124 0.481 0.258 -1.055 0.287
H 1.77499 0.20432 0.00918 0.237 -0.185 -0.595 0.240
H 1.49485 -0.61866 1.64347 -0.168 0.013 -0.281 0.265
H -0.77104 0.12944 1.63411 -0.925 -0.347 0.225 0.258
```
Positions in Å, forces in eV/Å.

The relative energy (zero: lowest compared OMol25 entry of this formula, charge and spin) is 619.5 kJ/mol. The HOMO-LUMO gap (spin up / spin down) is 8.4 / 8.4 eV. The calculation puts the HOMO energy (spin up / spin down) at -0.53749 / -0.53749 hartree. As for the total charge: +1.